Record 1
Formula: C27H64Cl6NO13P3
Source: OMol25
Level of theory: ωB97M-V/def2-TZVPD

Each line ends with the Löwdin spin population.
Cartesian coordinates (Å):
C -11.4561 1.4244 0.3753  0.000
O -12.5075 1.5779 -0.3002  0.000
N -11.3890 0.6165 1.4437  0.000
C -12.4456 -0.3996 1.7384  0.006
C -10.1992 0.6756 2.2968  0.004
H -10.5139 1.9491 0.1535  0.000
H -12.9733 -0.3793 2.6920  0.002
H -12.0144 -1.3994 1.6901  0.002
H -13.2928 -0.3522 1.0542  0.001
H -9.5234 1.4060 1.8521  0.000
H -10.3588 0.8918 3.3531  0.001
H -9.7243 -0.3055 2.2909  0.002
Cl -8.4032 2.4938 4.7113  0.013
C -9.5176 3.0411 5.9948  0.010
C -10.9472 2.9121 5.4772  0.020
Cl -12.0445 3.3780 6.7896  0.136
H -9.3702 4.0603 6.3521  0.001
H -9.3040 2.4025 6.8520  0.005
H -11.1161 1.8462 5.3241  0.004
H -11.1176 3.4715 4.5573  0.003
Cl -6.7330 5.5749 5.9361  0.003
C -7.3872 6.4760 7.2702  0.004
C -6.6153 7.8038 7.4182  0.002
Cl -6.5145 8.8043 6.0354  0.000
H -7.3540 5.8404 8.1551  0.004
H -8.4354 6.6797 7.0514  0.000
H -5.6013 7.4554 7.6150  0.000
H -7.0168 8.3579 8.2666  0.000
Cl -12.6340 -0.3419 5.2765  0.104
C -12.7985 -0.4138 7.0726  0.083
C -11.7752 -1.2344 7.7824  0.066
Cl -10.2479 -0.3090 7.8506  0.099
H -13.8184 -0.7690 7.2198  0.043
H -12.8545 0.5901 7.4934  0.035
H -11.5285 -2.1693 7.2792  0.011
H -12.2012 -1.4068 8.7708  0.036
C -20.0019 0.8574 2.9395  0.003
C -18.6238 1.3693 2.8886  0.010
O -18.4867 2.3876 1.9610  0.001
P -16.9888 2.8578 1.4657  0.001
O -17.0154 4.1042 0.6102  0.001
O -16.2677 3.1232 2.9249  0.014
C -15.1076 3.9564 2.8928  0.008
C -13.9108 3.0637 3.0825  0.010
O -16.2704 1.4923 0.9222  0.002
C -16.0248 1.3844 -0.4213  0.001
C -16.5981 0.0061 -0.8540  0.001
H -20.2232 0.3717 1.9891  0.000
H -20.1126 0.1943 3.7975  0.002
H -20.6841 1.6736 3.1775  0.000
H -18.4055 1.8216 3.8560  0.005
H -17.9442 0.5303 2.7394  0.004
H -15.0677 4.5746 1.9959  0.001
H -15.3098 4.5629 3.7756  0.005
H -13.9523 2.4127 3.9557  0.007
H -13.6057 2.5863 2.1513  0.000
H -13.2178 3.7937 3.5009  0.004
H -16.5649 2.1192 -1.0184  0.000
H -14.9511 1.4821 -0.5814  0.000
H -16.1383 -0.8060 -0.2908  0.001
H -17.6718 0.0020 -0.6658  0.000
H -16.4471 -0.2612 -1.8999  0.000
C -14.9411 7.1096 7.8225  0.021
C -13.4595 6.7758 7.4073  0.009
O -12.5979 7.5524 8.1487  0.002
P -10.9919 7.5304 8.0027  0.001
O -10.3073 8.5971 8.8025  0.001
O -10.5083 6.0804 8.4199  0.005
C -10.3972 5.6690 9.8300  0.025
C -11.6887 5.7846 10.6677  0.033
O -10.7972 7.5434 6.3926  0.005
C -11.1614 8.6776 5.6745  0.003
C -12.1071 9.6984 6.3590  0.002
H -15.3835 8.0549 7.5081  0.002
H -15.5160 6.3230 7.3339  0.010
H -14.9897 6.9335 8.8970  0.004
H -13.1252 5.7674 7.6510  0.005
H -13.2356 6.8747 6.3451  0.003
H -9.9572 4.6720 9.8548  0.020
H -9.6297 6.2993 10.2791  0.002
H -12.3299 4.9287 10.4574  0.023
H -11.4995 5.7198 11.7392  0.006
H -12.2496 6.6937 10.4507  0.001
H -10.2200 9.1545 5.4019  0.000
H -11.5043 8.3819 4.6830  0.002
H -11.8487 9.9983 7.3746  0.000
H -12.0035 10.5598 5.6992  0.000
H -13.1690 9.4719 6.2626  0.001
C -5.8587 1.1736 6.8734  0.008
C -5.1158 2.1997 6.0763  0.001
O -3.7552 1.8549 5.7462  0.000
P -2.5003 2.3593 6.6252  0.000
O -1.1619 2.0620 5.9414  0.000
O -2.6467 1.5086 8.0458  0.001
C -2.2754 0.0982 8.0811  0.001
C -2.7304 -0.4408 9.4756  0.004
O -2.8521 3.8720 7.1207  0.001
C -2.1402 4.9939 6.5952  0.000
C -2.5035 6.2163 7.3994  0.001
H -6.1052 0.2419 6.3642  0.003
H -5.1109 0.6292 7.4502  0.001
H -6.6234 1.6443 7.4912  0.007
H -5.7603 2.2536 5.1989  0.000
H -5.2256 3.1799 6.5404  0.000
H -2.8248 -0.4184 7.2942  0.000
H -1.1948 0.0127 7.9674  0.000
H -3.7867 -0.6422 9.6535  0.003
H -2.2702 -1.4201 9.6072  0.000
H -2.3556 0.2225 10.2551  0.000
H -1.0826 4.7315 6.6189  0.000
H -2.2209 5.1988 5.5277  0.000
H -1.8584 6.9766 6.9590  0.000
H -3.5678 6.4425 7.3344  0.000
H -2.2739 6.1027 8.4589  0.000

Cartesian forces (eV/Å) of the 3 atoms listed first:
C -3.07 0.10 -1.07
O 2.40 -0.22 0.96
N -0.53 -0.55 1.16

Calculated values
multiplicity: 2
highest occupied orbital energy (spin up / spin down): 0.3 / -7.7 eV
charge: -1
⟨S²⟩: 0.750


Record 2
Formula: C27H64F6N8O7P
Source: OMol25
Level of theory: ωB97M-V/def2-TZVPD

Each line ends with the Löwdin charge.
Cartesian coordinates (Å):
P -0.7743 0.0118 -0.1192  0.175
F -1.7694 1.1099 -0.8197  -0.184
F -2.0700 -0.7100 0.5279  -0.154
F -0.9080 -0.9317 -1.4196  -0.162
F 0.1810 -1.0278 0.6317  -0.144
F 0.4900 0.8012 -0.7846  -0.180
F -0.6644 1.0354 1.1428  -0.174
C 1.8543 3.6836 3.6889  -0.090
C 0.3828 3.5260 3.3929  -0.262
N -0.4502 3.3560 4.5678  -0.203
C -0.2102 4.2174 5.6991  -0.268
C -0.6029 5.6821 5.5037  -0.079
C -1.8355 3.1042 4.2016  -0.255
C -2.7187 2.7069 5.3832  -0.095
H 2.4265 3.5813 2.7632  0.061
H 2.2301 2.9157 4.3679  0.080
H 2.0801 4.6698 4.0983  0.066
H 0.0515 4.4266 2.8239  0.115
H 0.1555 2.7069 2.7083  0.091
H -0.7449 3.7751 6.5458  0.101
H 0.8252 4.1065 6.0351  0.106
H -1.6639 5.7453 5.2610  0.063
H -0.3715 6.2536 6.4056  0.068
H -0.0377 6.1531 4.6964  0.064
H -1.8333 2.2755 3.4952  0.112
H -2.2529 4.0244 3.7528  0.111
H -2.2569 1.8785 5.9253  0.079
H -3.6506 2.3243 4.9664  0.071
H -2.8800 3.5311 6.0748  0.059
C -1.5740 5.6000 -3.5668  -0.367
O -1.0856 5.7727 -4.6656  0.004
N -1.3526 4.5227 -2.7900  -0.188
C -1.8064 4.4709 -1.4091  -0.054
C -0.3599 3.5439 -3.1831  -0.050
H -2.2697 6.3074 -3.0807  0.128
H -2.5037 3.6502 -1.2432  0.083
H -2.3096 5.3866 -1.0964  0.079
H -0.9338 4.3535 -0.7635  0.093
H -0.3218 2.7763 -2.4104  0.060
H -0.6062 3.1355 -4.1605  0.092
H 0.6542 3.9578 -3.2199  0.098
C 2.7157 0.5933 2.3421  -0.336
O 2.7485 0.0586 3.4327  0.006
N 3.8307 1.0239 1.6927  -0.194
C 5.1419 0.8206 2.2264  -0.061
C 3.7275 1.7508 0.4432  -0.058
H 1.8218 0.9601 1.8133  0.120
H 5.7577 1.7234 2.1917  0.087
H 5.6963 0.0717 1.6434  0.090
H 5.0692 0.4529 3.2460  0.082
H 3.9023 2.8223 0.6137  0.086
H 4.5614 1.4576 -0.2009  0.081
H 2.7878 1.6025 -0.0794  0.067
C 2.9544 0.8995 -3.1113  -0.340
O 4.1684 0.9561 -2.9964  -0.011
N 2.3138 0.1516 -4.0378  -0.184
C 3.0289 -0.7054 -4.9545  -0.052
C 0.8743 -0.0260 -3.9797  -0.048
H 2.2414 1.4691 -2.4973  0.119
H 2.9389 -1.7520 -4.6565  0.079
H 4.0748 -0.4075 -4.9802  0.086
H 2.6466 -0.5548 -5.9667  0.088
H 0.6606 -1.0107 -3.5653  0.070
H 0.3830 0.7334 -3.3748  0.060
H 0.4377 0.1226 -4.9715  0.094
C -1.7024 -4.3229 -1.7548  -0.346
O -1.8947 -5.2439 -0.9991  0.029
N -1.6331 -4.4143 -3.1120  -0.194
C -1.2183 -3.2868 -3.9156  -0.070
C -1.9815 -5.6247 -3.8076  -0.063
H -1.5246 -3.2919 -1.4054  0.117
H -1.3973 -2.3496 -3.3865  0.062
H -1.8047 -3.2543 -4.8353  0.086
H -0.1459 -3.3364 -4.1403  0.079
H -1.1222 -6.0568 -4.3267  0.085
H -2.4109 -6.3220 -3.0922  0.086
H -2.7792 -5.4139 -4.5281  0.081
C -5.4541 -2.7740 -3.1126  -0.350
O -4.8117 -3.7942 -3.0087  0.024
N -5.1886 -1.5854 -2.5272  -0.195
C -5.9100 -0.4028 -2.9401  -0.069
C -4.0929 -1.3632 -1.6071  -0.040
H -6.3883 -2.7246 -3.7041  0.126
H -6.7552 -0.6734 -3.5658  0.076
H -5.2337 0.2667 -3.4827  0.089
H -6.2436 0.1465 -2.0558  0.087
H -3.5843 -2.2847 -1.3511  0.077
H -3.4339 -0.5798 -1.9772  0.078
H -4.5189 -1.0131 -0.6607  0.097
C -1.1671 -3.6373 2.1148  -0.326
O -1.6615 -4.6733 1.7272  0.011
N -0.3105 -3.5649 3.1714  -0.195
C -0.0343 -4.7130 3.9828  -0.072
C 0.3422 -2.3042 3.5109  -0.053
H -1.3012 -2.6506 1.6460  0.112
H 1.0390 -4.8773 4.1137  0.086
H -0.5065 -5.6079 3.5918  0.079
H -0.4418 -4.5647 4.9954  0.085
H 1.1802 -2.1412 2.8352  0.062
H -0.3589 -1.4883 3.3206  0.086
H 0.6147 -2.2675 4.5605  0.086
C 4.3328 -4.5357 -0.7258  -0.357
O 4.0287 -5.5992 -0.2272  0.009
N 3.5358 -3.4510 -0.8151  -0.191
C 3.8760 -2.3007 -1.6202  -0.054
C 2.2478 -3.3469 -0.1756  -0.033
H 5.3152 -4.3417 -1.1950  0.127
H 3.1930 -2.3481 -2.4770  0.077
H 4.8886 -2.3487 -2.0211  0.089
H 3.7683 -1.3417 -1.1140  0.084
H 1.4811 -3.0957 -0.9217  0.087
H 1.9420 -4.2513 0.3370  0.095
H 2.2305 -2.4729 0.4821  0.076

Cartesian forces (eV/Å) of the 3 atoms listed first:
P -1.08 1.35 0.41
F 0.04 -0.20 -0.30
F 0.14 0.06 0.08

Calculated values
highest occupied orbital energy: -6.1 eV
charge: -1
relative energy (zero: lowest compared OMol25 entry of this formula, charge and spin): 3.2 kJ/mol